(1)
DFT (wB97M-V/def2-TZVPD) results for a cluster of 2 separate species, C35H38N2O7S2 in total in a non-equilibrium geometry.

Calculated values
**E_LUMO**: -2.49 eV
**Highest occupied orbital energy**: -0.198 Eh
**Total energy**: -2788.812069 Ha
**Gap between HOMO and LUMO**: 2.902 eV

XYZ file:
```
84
Properties=species:S:1:pos:R:3:forces:R:3:mulliken_charge:R:1
C -6.269077 3.189074 -2.022976 -0.34 -0.20 -0.27 -0.59
C -4.975429 2.630031 -1.425523 0.34 0.54 -0.21 -0.41
N -4.425945 1.505299 -2.194778 0.04 -0.50 0.14 0.16
C -3.325102 0.832740 -1.649928 0.01 0.23 0.30 0.68
C -2.107237 0.680359 -2.358652 -0.52 0.01 0.07 -0.33
C -1.035007 0.028642 -1.776891 0.32 0.04 0.29 -0.74
C -1.104170 -0.470258 -0.440455 -0.90 0.02 -0.75 0.52
C -0.001763 -1.087388 0.237561 -0.56 -1.26 0.25 -0.09
C -0.141763 -2.360230 0.869428 -0.35 0.09 -0.08 0.28
C -1.187153 -3.257336 0.470432 -0.18 0.20 0.30 -0.64
C -1.451671 -4.420631 1.165943 0.00 -0.10 -0.14 -0.34
C -0.683035 -4.756452 2.302488 0.05 -0.44 0.23 0.70
N -0.950595 -5.906384 3.048533 0.44 0.59 -0.68 0.16
C -1.027347 -5.743902 4.499256 -0.54 -0.05 0.36 -0.40
C -1.031198 -7.081544 5.234059 0.09 -0.36 -0.12 -0.65
O -1.891480 -8.049949 4.632197 0.29 0.49 -0.43 -0.35
C -1.634616 -8.258496 3.240815 0.10 -0.12 0.41 -0.76
C -1.726297 -6.973506 2.421229 -0.55 0.02 0.28 -0.62
C 0.415098 -3.930162 2.661237 0.00 0.27 -0.10 -0.57
C 0.708600 -2.787865 1.939013 -0.24 -0.08 0.27 -0.82
C -2.375949 -0.385431 0.214656 0.46 -0.39 0.00 -0.62
C -3.443391 0.277584 -0.350316 0.20 0.16 -0.31 -0.64
C -4.504166 1.576073 -3.647719 0.04 0.51 -0.03 -0.58
C -5.904025 2.006946 -4.071259 -0.03 0.34 0.11 -0.77
O -6.278990 3.235364 -3.447926 0.31 -0.36 0.21 -0.35
H -7.130421 2.604182 -1.650583 0.15 0.12 -0.24 0.33
H -6.391279 4.242874 -1.730686 0.00 -0.48 0.17 0.30
H -4.251821 3.473893 -1.381296 -0.05 -0.51 -0.01 0.26
H -5.175782 2.296496 -0.400677 0.08 0.19 -0.23 0.27
H -2.001342 1.143459 -3.349936 -0.01 -0.51 0.50 0.34
H -0.144229 -0.152760 -2.382354 -0.20 0.33 0.49 0.40
H 0.956896 -0.593943 0.294112 0.24 0.11 -0.19 0.10
H -1.815199 -3.009065 -0.390442 0.31 0.01 0.32 0.49
H -2.289610 -5.066235 0.879049 0.47 0.36 -0.02 0.36
H -0.170015 -5.151081 4.840666 -0.34 -0.17 0.00 0.26
H -1.958300 -5.209043 4.787731 0.35 -0.06 -0.31 0.25
H 0.008601 -7.457924 5.302569 -0.40 -0.09 -0.03 0.34
H -1.453402 -6.942652 6.240075 0.41 0.02 -0.27 0.32
H -0.635667 -8.711617 3.085408 -0.32 0.09 0.21 0.35
H -2.420370 -8.965710 2.933037 0.45 0.24 -0.11 0.33
H -2.793552 -6.702840 2.311525 0.26 0.01 0.06 0.38
H -1.312096 -7.174170 1.422855 -0.14 0.14 0.24 0.45
H 1.028304 -4.252850 3.508836 -0.09 0.34 -0.47 0.40
H 1.552849 -2.162577 2.235050 -0.19 -0.15 -0.19 0.46
H -2.484474 -0.863306 1.193277 0.05 0.35 -0.25 0.51
H -4.394399 0.363928 0.180552 0.37 -0.11 -0.16 0.40
H -3.764516 2.290624 -4.057858 -0.23 -0.18 0.00 0.36
H -4.306581 0.573905 -4.048926 0.08 0.25 0.03 0.43
H -5.918882 2.237881 -5.147242 -0.03 -0.32 0.35 0.34
H -6.628913 1.202531 -3.839690 0.15 0.31 -0.04 0.35
C 3.870957 0.905284 2.324285 -0.16 1.79 -1.93 -0.63
O 4.140752 1.838118 1.160186 2.91 -1.77 2.62 -0.31
C 3.274511 2.124669 0.206681 -3.10 0.77 -1.82 -0.17
S 3.615706 3.694638 -0.690296 0.06 -2.15 0.60 1.52
C 3.173913 5.078119 0.363317 -0.03 0.13 0.21 -0.11
C 1.833977 5.474183 0.434612 0.14 -0.03 0.39 -0.43
C 1.446591 6.395824 1.410959 0.25 -0.01 -0.14 -0.55
C 2.405393 6.962570 2.260520 0.26 -0.29 -0.14 -0.33
C 3.759345 6.621163 2.122497 -0.41 0.03 -0.20 -0.53
C 4.147456 5.699492 1.145490 -0.19 -0.16 0.26 -0.33
O 5.053352 3.732407 -0.896084 -0.37 0.70 0.06 -0.71
O 2.714615 3.760964 -1.824860 0.23 0.18 0.26 -0.59
S 2.705957 0.862648 -0.903654 1.79 3.23 0.29 1.20
C 3.617936 1.046574 -2.429625 -0.17 -0.66 -0.61 0.09
C 2.955677 1.461355 -3.590261 0.32 -0.13 0.02 -0.24
C 3.676485 1.603823 -4.776460 0.01 -0.03 0.24 -0.58
C 5.048822 1.335899 -4.799426 -0.06 -0.01 0.04 -0.47
C 5.703883 0.940911 -3.628115 -0.09 -0.01 0.13 -0.62
C 4.991556 0.798062 -2.436147 -0.18 0.07 -0.19 -0.29
O 3.058438 -0.430155 -0.326749 -0.61 -0.17 0.06 -0.82
O 1.344522 1.221583 -1.248631 -0.36 -1.02 -0.09 -0.63
H 4.777642 0.989829 2.926065 -0.20 -0.07 -0.10 0.28
H 2.997090 1.285165 2.859496 -0.05 -0.10 0.03 0.24
H 3.713853 -0.106085 1.944430 0.06 0.19 0.07 0.22
H 1.109332 5.048119 -0.255332 0.16 -0.09 0.21 0.42
H 0.389504 6.651984 1.521359 0.38 0.02 -0.09 0.35
H 2.099186 7.669898 3.030191 0.07 -0.17 -0.15 0.35
H 4.509375 7.048754 2.789926 -0.23 -0.01 -0.26 0.36
H 5.194731 5.441760 1.004467 -0.23 -0.11 0.07 0.41
H 1.892679 1.693860 -3.548894 0.31 -0.08 0.04 0.38
H 3.146957 1.937198 -5.671803 0.28 -0.11 0.20 0.36
H 5.607381 1.442205 -5.734219 -0.17 -0.03 0.36 0.35
H 6.778300 0.741165 -3.623261 -0.35 0.11 -0.10 0.36
H 5.490033 0.521436 -1.506138 -0.10 0.03 -0.28 0.37
```
Forces are in eV/Å.

(2)
DFT (wB97M-V/def2-TZVPD) results for a structure of composition C35H38N6O4PSSn.

Calculated values
**E_LUMO**: 1.96 eV
**Charge**: -1
**Highest occupied orbital energy**: -0.141 Eh
**Total energy**: -2940.027588 Ha
**Gap between HOMO and LUMO**: 5.790 eV

XYZ file:
```
86
Properties=species:S:1:pos:R:3:forces:R:3:mulliken_charge:R:1
Sn -0.282373 -0.012698 -0.070492 0.03 -0.04 0.01 0.60
N 2.136789 0.037044 -1.884931 -0.02 0.05 -0.05 -0.09
C 3.077713 0.738846 -1.026044 0.01 0.00 0.01 -0.79
C 2.534221 2.102656 -0.622232 0.00 0.00 0.00 -0.88
N 1.406452 1.977116 0.282843 0.01 -0.01 0.00 0.36
C 0.716788 3.222617 0.563458 -0.01 0.03 0.01 -0.68
C -0.460610 2.953970 1.493811 0.03 0.00 0.01 -1.01
N -1.297227 1.859819 0.989739 -0.01 0.04 -0.04 -0.13
H 2.067750 0.449965 -2.806860 0.02 0.00 -0.01 0.13
H 2.361035 -0.946452 -1.980173 0.00 0.00 0.02 -0.05
H 3.216513 0.136118 -0.123953 0.01 -0.01 0.00 0.28
H 4.070686 0.877258 -1.477618 0.00 0.01 -0.01 0.48
H 3.347612 2.700621 -0.181579 0.00 0.01 0.00 0.37
H 2.195930 2.635003 -1.519448 0.00 -0.01 0.01 0.38
H 1.678127 1.545195 1.172153 -0.02 -0.01 -0.03 0.27
H 1.372148 3.967832 1.041608 0.00 0.01 0.00 0.44
H 0.386075 3.654041 -0.386507 0.00 -0.01 0.02 0.34
H -0.061457 2.625220 2.451513 -0.03 0.02 -0.01 0.37
H -1.034781 3.873831 1.643004 0.00 0.01 -0.03 0.41
H -1.725309 1.331244 1.743106 0.05 -0.04 0.01 0.31
H -2.021518 2.156877 0.346247 -0.03 0.00 0.03 0.25
O -4.095659 -1.969223 0.888254 0.01 -0.04 -0.02 -0.80
C -3.036228 -1.355617 1.014188 -0.02 0.08 0.02 0.08
O -2.541761 -0.526614 0.175926 -0.04 -0.01 0.01 -0.47
C -2.209379 -1.606844 2.276730 0.03 -0.01 -0.01 0.62
C -2.484791 -2.696117 3.089961 0.01 0.00 0.00 -1.01
C -1.638427 -2.942991 4.159915 0.00 -0.01 0.00 -0.24
C -0.547665 -2.114477 4.366709 0.00 0.01 0.01 -0.77
C -0.346815 -1.035890 3.511901 0.00 -0.02 -0.01 0.34
N -1.185653 -0.784981 2.507187 0.00 -0.01 0.01 0.17
C 0.907312 -0.145669 3.673287 -0.04 0.04 0.02 -0.06
O 1.660856 -0.450391 4.610310 0.03 -0.03 -0.01 -0.83
O 1.032693 0.781847 2.833800 0.01 -0.04 0.03 -0.57
H -3.335366 -3.319255 2.853607 0.00 0.00 0.00 0.52
H -1.816664 -3.788621 4.814784 0.00 0.00 0.00 0.41
H 0.166611 -2.269404 5.162713 0.00 -0.01 0.00 0.50
C 2.622945 -2.553428 -5.393798 0.00 0.00 0.00 -0.40
C 1.764301 -1.507962 -5.709105 0.01 -0.01 0.01 -0.69
C 0.645189 -1.260414 -4.924530 0.01 0.00 0.00 -0.22
C 0.363947 -2.056466 -3.814706 -0.02 -0.01 -0.01 0.53
C 1.241918 -3.095884 -3.502366 0.01 0.00 0.00 -0.60
C 2.360324 -3.346328 -4.285467 -0.01 -0.01 0.01 -0.43
P -1.026458 -1.783703 -2.641026 -0.01 0.01 -0.01 0.65
C -2.405326 -2.709233 -3.408620 0.01 -0.02 -0.01 -0.12
C -2.344249 -3.380849 -4.625765 0.00 0.00 0.00 -0.17
C -3.451563 -4.072450 -5.104071 0.00 0.00 0.00 -0.71
C -4.628624 -4.094461 -4.371145 0.01 0.00 0.00 -0.41
C -4.693798 -3.430623 -3.151130 0.00 0.00 0.00 -0.70
C -3.589515 -2.748954 -2.665554 -0.01 0.01 0.02 -0.41
C -1.509731 -0.048157 -2.979313 0.02 0.00 0.01 0.56
C -2.211939 0.324819 -4.125548 0.00 0.00 0.00 -0.24
C -2.507023 1.658507 -4.362790 0.00 -0.01 0.00 -0.78
C -2.099350 2.613251 -3.440955 -0.01 0.00 0.01 -1.02
C -1.432596 2.223905 -2.284948 -0.01 0.01 0.02 -0.50
C -1.127561 0.888068 -2.004131 0.02 0.01 0.00 0.74
H 3.501194 -2.737501 -6.001128 0.00 0.00 0.00 0.35
H 1.969971 -0.876097 -6.565145 0.00 0.00 0.00 0.37
H -0.005757 -0.429900 -5.167471 0.00 0.00 0.00 0.37
H 1.074052 -3.686315 -2.609504 -0.01 0.00 0.00 0.41
H 3.036973 -4.142804 -3.999870 0.00 0.01 -0.01 0.29
H -1.428581 -3.364918 -5.205170 0.00 0.00 0.00 0.35
H -3.392198 -4.591815 -6.053373 0.00 0.00 0.00 0.39
H -5.491548 -4.632402 -4.744881 0.00 0.00 0.00 0.35
H -5.604231 -3.451001 -2.565173 0.00 0.00 0.00 0.46
H -3.644000 -2.247945 -1.701649 -0.01 0.00 -0.02 0.25
H -2.536679 -0.432853 -4.831901 0.00 0.00 0.00 0.47
H -3.054321 1.948671 -5.251972 0.00 0.00 0.00 0.36
H -2.320917 3.661493 -3.612941 0.00 0.00 0.00 0.38
H -1.163658 3.003547 -1.577162 -0.01 -0.02 -0.02 0.04
C 5.490078 -5.368906 2.816467 0.00 0.00 0.00 -1.41
C 4.904828 -5.209166 1.451961 0.00 0.01 0.00 0.83
C 5.225506 -5.967748 0.368447 0.00 0.01 -0.01 -0.93
C 4.560349 -5.675023 -0.853236 0.01 -0.01 0.01 1.10
N 3.668644 -4.730055 -0.986122 -0.01 0.01 0.00 -0.23
C 3.333649 -3.952782 0.091370 0.05 -0.03 0.08 -0.62
S 2.223525 -2.737043 0.084904 -0.05 -0.02 -0.08 -0.19
N 3.987997 -4.236304 1.288462 -0.03 -0.01 0.00 0.01
C 4.890292 -6.462425 -2.087257 0.00 0.00 0.00 -1.32
H 6.205935 -6.186786 2.831249 0.00 0.00 0.00 0.34
H 4.703749 -5.573934 3.544351 0.00 0.00 0.00 0.35
H 5.995125 -4.451429 3.122176 -0.01 0.00 0.00 0.34
H 5.952044 -6.762413 0.440792 0.00 0.00 0.00 0.34
H 3.705592 -3.649825 2.064140 0.00 0.01 0.01 0.25
H 5.357815 -7.416363 -1.847357 -0.01 0.00 0.00 0.41
H 5.582089 -5.885476 -2.704668 0.00 0.00 0.00 0.25
H 3.986046 -6.626396 -2.669864 0.00 0.00 0.00 0.33
```
Forces are in eV/Å.

(3)
DFT (wB97M-V/def2-TZVPD) results for a structure of composition C35H38O2P4Pd.

Calculated values
**E_LUMO**: 0.49 eV
**Highest occupied orbital energy**: -0.210 Eh
**Total energy**: -3000.412821 Ha
**Gap between HOMO and LUMO**: 6.205 eV

XYZ file:
```
80
Properties=species:S:1:pos:R:3:forces:R:3:mulliken_charge:R:1
Pd 1.036621 -1.001086 0.931329 -0.20 -0.11 -0.07 0.15
C 3.006601 -2.583467 -1.832912 -0.01 0.02 0.06 -1.46
P 2.801712 -1.541746 -0.323124 0.14 0.02 0.15 1.59
C 3.970679 -0.184206 -0.749589 -0.05 -0.05 0.02 -1.41
C 3.858838 -2.471870 0.895566 0.04 -0.02 -0.05 -0.22
C 5.034780 -3.102543 0.484754 0.00 0.00 -0.01 -0.66
C 5.846852 -3.781139 1.378548 0.00 0.01 -0.03 -0.78
C 5.495350 -3.830938 2.718961 -0.02 0.01 0.03 -0.82
C 4.337936 -3.199822 3.143078 -0.01 0.00 0.00 -0.63
C 3.504672 -2.521444 2.252435 0.00 -0.02 0.01 0.03
P 1.969272 -1.666414 2.857213 0.11 -0.02 0.00 1.42
C 1.340618 -2.898140 4.075611 0.04 0.02 -0.07 -1.38
C 2.740608 -0.467602 4.020881 -0.04 -0.02 -0.06 -1.35
H 4.036625 -2.654482 -2.188224 0.00 -0.01 0.01 0.50
H 2.393767 -2.143485 -2.621980 0.03 -0.01 0.00 0.39
H 2.623846 -3.584972 -1.630005 0.02 0.00 -0.03 0.38
H 4.974265 -0.556360 -0.968001 0.00 0.01 -0.02 0.45
H 4.010859 0.510830 0.088581 0.01 0.02 -0.01 0.34
H 3.585887 0.352753 -1.618784 0.01 0.01 0.00 0.40
H 5.328171 -3.065556 -0.557711 0.00 0.00 0.01 0.23
H 6.750439 -4.267418 1.032035 -0.01 0.01 -0.01 0.39
H 6.121089 -4.356469 3.429865 -0.01 0.01 0.00 0.39
H 4.078250 -3.238870 4.194642 0.01 0.00 -0.01 0.22
H 2.039686 -3.115123 4.885884 0.00 -0.02 -0.01 0.42
H 1.097580 -3.819894 3.546415 -0.02 -0.01 0.03 0.37
H 0.420503 -2.498856 4.503567 0.00 -0.01 0.01 0.41
H 3.462804 -0.948346 4.684185 -0.01 0.03 0.03 0.46
H 1.953840 0.000529 4.614410 0.01 0.00 0.01 0.40
H 3.236336 0.313170 3.444609 0.01 0.00 0.00 0.33
O -1.348964 -1.111520 0.335318 0.00 0.15 -0.12 -1.05
P -1.585010 -0.459476 -0.987199 0.06 -0.11 0.03 1.44
C -0.546501 0.988201 -1.292396 -0.10 0.19 0.16 -1.30
P -0.321687 2.115701 0.146287 -0.06 -0.36 0.01 1.40
O 0.921114 1.758938 0.878634 -0.10 0.15 0.03 -0.75
C -1.798904 2.036991 1.194456 0.05 0.06 -0.04 0.14
C -1.765219 1.139164 2.261070 -0.01 0.02 -0.01 -0.17
C -2.864247 1.021183 3.097459 -0.02 0.00 0.01 -0.66
C -3.994151 1.797406 2.879953 -0.02 0.01 0.00 -0.49
C -4.027677 2.702322 1.828530 0.05 0.02 -0.05 -0.78
C -2.930096 2.825961 0.989072 0.03 -0.06 0.03 -0.30
C -0.293390 3.770475 -0.568638 0.06 0.03 -0.06 0.34
C -1.174156 4.193942 -1.562777 0.07 0.03 0.04 -0.13
C -1.097860 5.488924 -2.050575 -0.05 -0.02 -0.03 -0.85
C -0.138970 6.362242 -1.554427 0.03 0.00 0.02 -0.49
C 0.747425 5.940988 -0.573665 -0.02 -0.01 -0.01 -0.60
C 0.673011 4.645387 -0.081178 -0.03 0.02 -0.01 -0.70
C -1.214506 -1.574068 -2.358721 0.03 -0.05 0.11 0.52
C -1.548974 -1.312674 -3.684443 0.00 0.00 -0.01 -0.41
C -1.172810 -2.200421 -4.680303 -0.02 0.02 -0.02 -0.77
C -0.465445 -3.350912 -4.354370 0.00 -0.01 0.03 -0.47
C -0.135652 -3.616666 -3.033094 -0.06 0.02 -0.03 -0.87
C -0.507125 -2.729431 -2.032287 -0.04 -0.01 -0.03 -0.58
C -3.291928 0.110824 -1.143446 0.02 -0.06 0.09 1.03
C -4.175917 -0.332251 -0.163358 -0.06 0.03 -0.04 -0.76
C -5.500152 0.083651 -0.183631 0.04 0.01 -0.02 -0.63
C -5.942285 0.945263 -1.176896 0.01 -0.03 0.03 -0.50
C -5.061493 1.394137 -2.152658 -0.03 0.03 -0.04 -0.93
C -3.739366 0.980484 -2.136594 0.03 -0.01 0.03 -0.37
H -0.879853 1.525520 -2.182453 0.01 -0.03 0.00 0.92
H 0.458513 0.586845 -1.461443 0.05 0.06 -0.04 0.30
H -0.883215 0.531339 2.423104 0.04 -0.02 -0.02 0.39
H -2.837581 0.319489 3.921354 0.01 0.00 0.00 0.45
H -4.851592 1.704346 3.535192 0.01 -0.01 0.01 0.40
H -4.904317 3.315283 1.662848 0.00 0.00 0.00 0.43
H -2.954234 3.544815 0.181543 -0.04 0.02 -0.01 0.36
H -1.923772 3.515391 -1.955400 -0.01 0.02 -0.01 0.18
H -1.784544 5.816519 -2.820659 0.01 0.00 0.00 0.42
H -0.080174 7.371800 -1.940149 0.00 0.00 0.00 0.38
H 1.500371 6.619611 -0.194792 0.00 0.00 0.00 0.41
H 1.363261 4.292519 0.675240 0.00 0.01 -0.01 0.43
H -2.112069 -0.424365 -3.946229 0.02 -0.03 -0.01 0.22
H -1.436135 -1.998257 -5.710587 0.01 0.00 0.00 0.42
H -0.173870 -4.042295 -5.134770 0.00 0.00 0.00 0.39
H 0.417425 -4.512215 -2.780595 -0.01 0.00 0.00 0.44
H -0.246187 -2.908475 -0.995668 0.00 -0.01 -0.01 0.61
H -3.805623 -0.981740 0.619797 0.00 0.00 -0.01 0.40
H -6.182675 -0.255722 0.584716 0.00 0.00 0.00 0.44
H -6.973683 1.273665 -1.189819 0.00 0.00 0.00 0.40
H -5.408136 2.069389 -2.924813 0.01 0.00 0.00 0.41
H -3.059424 1.344778 -2.898758 -0.02 0.01 0.01 0.30
```
Forces are in eV/Å.